{
  "formula": "C13H11ClI2N2ORh",
  "method": "wB97M-V/def2-TZVPD",
  "species": ["Rh", "I", "C", "C", "C", "I", "C", "O", "C", "C", "N", "C", "C", "C", "C", "C", "C", "N", "C", "H", "H", "H", "H", "H", "H", "H", "H", "H", "H", "H", "Cl"],
  "xyz": [[0.03, 1.06, -0.03], [-5.78, -4.23, 1.17], [-4.47, -2.61, 1.09], [-4.74, -1.48, 1.85], [-3.87, -0.41, 1.79], [-4.17, 1.32, 2.89], [-2.69, -0.46, 0.95], [-1.90, 0.52, 0.93], [-2.46, -1.65, 0.17], [-1.29, -1.69, -0.77], [-0.01, -1.37, -0.10], [1.17, -1.94, -0.78], [2.20, -0.91, -1.16], [3.33, -1.28, -1.88], [4.27, -0.32, -2.20], [4.07, 0.99, -1.78], [2.93, 1.28, -1.07], [2.01, 0.35, -0.78], [-3.33, -2.69, 0.26], [-5.61, -1.44, 2.48], [-1.45, -0.96, -1.58], [-1.26, -2.68, -1.24], [-0.04, -1.71, 0.85], [0.86, -2.47, -1.69], [1.65, -2.68, -0.14], [3.46, -2.31, -2.19], [5.16, -0.59, -2.77], [4.79, 1.76, -1.99], [2.72, 2.28, -0.72], [-3.17, -3.59, -0.32], [-0.21, 3.19, 0.14]],
  "e_lumo_ev": [-2.64, -5.91],
  "multiplicity": 5,
  "total_charge": 1
}